1.
Below is one molecule with the formula C14H26O6 at a distorted geometry, with properties calculated with ωB97M-V/def2-TZVPD.

SMILES   C[C@@H]1CCCC[C@@]1(OO)OO[C@@]1(OO)CCCC[C@@H]1C
HOMO level   -9.36 eV
Energy relative to the best compared isomer or geometry (same formula, charge and spin)   8.664 eV
Charge   0

Last column: natural (NBO) charge in e.
CARTESIAN COORDINATES (ANGSTROEM)
O -2.319 -0.129 -2.014  -0.451
O 0.457 -0.340 2.743  -0.458
O -1.272 0.918 -1.672  -0.293
O 0.660 -1.677 2.405  -0.296
O -0.217 0.486 0.371  -0.319
O -0.357 -0.948 0.525  -0.314
C 0.792 3.032 -0.764  -0.595
C 2.120 -3.812 1.275  -0.608
C -3.561 1.988 0.109  -0.403
C 2.753 -1.045 -0.817  -0.407
C -3.093 3.420 0.389  -0.397
C 2.427 -2.450 -1.487  -0.391
C -2.523 0.918 0.500  -0.443
C 2.213 -0.914 0.579  -0.487
C -1.768 3.586 -0.413  -0.395
C 1.159 -3.082 -1.024  -0.396
C -1.173 1.263 -0.246  0.507
C 0.869 -1.624 0.922  0.532
C -0.612 2.642 -0.054  -0.231
C 0.960 -3.060 0.537  -0.257
H -2.022 -1.037 -1.699  0.468
H -0.162 -0.114 2.012  0.466
H 1.340 3.906 -0.440  0.220
H 0.531 3.185 -1.737  0.205
H 1.407 2.152 -0.773  0.219
H 1.936 -3.877 2.326  0.234
H 2.174 -4.840 0.922  0.213
H 3.121 -3.409 1.114  0.212
H -3.813 1.815 -0.916  0.210
H -4.534 1.775 0.626  0.205
H 3.818 -0.887 -0.893  0.218
H 2.280 -0.244 -1.412  0.202
H -3.033 3.529 1.444  0.196
H -3.806 4.131 0.085  0.213
H 2.351 -2.472 -2.539  0.213
H 3.248 -3.096 -1.170  0.189
H -2.383 0.988 1.538  0.210
H -3.027 -0.127 0.259  0.246
H 2.179 0.076 0.950  0.247
H 2.975 -1.243 1.334  0.233
H -2.052 3.471 -1.374  0.205
H -1.308 4.587 -0.336  0.208
H 0.433 -2.651 -1.621  0.203
H 1.185 -4.133 -1.313  0.208
H -0.333 2.805 0.978  0.232
H -0.023 -3.461 0.769  0.227



2.
Below is C14H27AsN3O7PSV as an isolated structure at a distorted geometry, with properties calculated with ωB97M-V/def2-TZVPD.

HOMO level (spin up / spin down)   -5.43 / -4.86 eV
Multiplicity   2
Energy relative to the best compared isomer or geometry (same formula, charge and spin)   0.314 eV
Charge   0

Last column: natural (NBO) charge in e.
CARTESIAN COORDINATES (ANGSTROEM)
V 0.657 0.841 0.377  1.084
O 1.542 3.975 -0.390  -1.024
As 0.517 3.018 -1.481  1.675
O -0.590 2.350 -0.411  -1.157
O 1.655 1.345 -1.382  -0.834
C 3.025 1.459 -1.407  0.417
C 3.671 1.951 -2.532  -0.311
C 5.059 2.012 -2.568  -0.180
C 5.813 1.575 -1.487  -0.247
C 5.171 1.091 -0.358  -0.148
C 3.785 1.031 -0.313  -0.432
S 3.006 0.594 1.215  2.392
O 4.050 0.310 2.153  -0.951
O 2.161 1.768 1.538  -0.938
O 2.095 -0.572 0.956  -0.977
H 2.103 4.588 -0.882  0.486
H 3.075 2.264 -3.380  0.219
H 5.553 2.397 -3.454  0.213
H 6.895 1.618 -1.520  0.216
H 5.727 0.767 0.513  0.247
C -3.326 -0.880 -2.323  -0.405
N -1.870 -0.856 -2.246  -0.447
C -1.281 0.371 -2.767  -0.420
C -1.266 -1.447 -1.163  0.639
N -0.400 -0.821 -0.440  -0.789
N -1.662 -2.746 -0.904  -0.449
C -1.259 -3.361 0.345  -0.415
C -1.870 -3.700 -1.989  -0.410
H -3.761 -0.049 -1.754  0.188
H -3.724 -1.813 -1.934  0.212
H -3.636 -0.777 -3.364  0.203
H -1.554 0.460 -3.820  0.193
H -0.199 0.325 -2.683  0.233
H -1.636 1.250 -2.226  0.214
H 0.099 -1.493 0.136  0.362
H -0.226 -3.731 0.316  0.193
H -1.917 -4.203 0.555  0.210
H -1.348 -2.653 1.167  0.205
H -1.918 -3.181 -2.940  0.228
H -2.794 -4.259 -1.841  0.195
H -1.042 -4.415 -2.029  0.193
C -2.170 1.734 4.052  -1.013
P -1.581 0.386 3.042  1.982
C -2.962 -0.089 2.005  -1.023
C -1.256 -0.977 4.153  -1.016
O -0.371 0.766 2.256  -1.089
H -3.048 1.437 4.630  0.240
H -2.421 2.568 3.395  0.263
H -1.371 2.048 4.726  0.262
H -3.797 -0.476 2.593  0.240
H -2.627 -0.839 1.286  0.253
H -3.277 0.797 1.450  0.261
H -2.162 -1.319 4.658  0.241
H -0.524 -0.643 4.891  0.262
H -0.814 -1.794 3.581  0.255



3.
Below is C14H27CoN6O3S as an isolated structure, with properties calculated with ωB97M-V/def2-TZVPD.

HOMO level   -14.70 eV
Energy relative to the best compared isomer or geometry (same formula, charge and spin)   1.563 eV
Charge   +2

Last column: natural (NBO) charge in e.
CARTESIAN COORDINATES (ANGSTROEM)
Co -0.526 -0.150 0.837  1.157
N -0.630 -2.040 0.281  -0.747
C -1.986 -2.616 0.492  -0.252
C -2.571 -1.935 1.711  -0.241
N -2.419 -0.465 1.509  -0.594
C -3.428 0.038 0.519  -0.249
C -2.789 1.086 -0.357  -0.240
N -1.495 0.497 -0.791  -0.762
H -0.307 -2.173 -0.677  0.421
H 0.060 -2.548 0.828  0.406
H -1.957 -3.700 0.604  0.257
H -2.586 -2.411 -0.393  0.212
H -2.039 -2.225 2.618  0.219
H -3.619 -2.207 1.852  0.248
H -2.575 0.008 2.395  0.411
H -4.334 0.384 1.013  0.256
H -3.719 -0.801 -0.112  0.214
H -2.580 2.008 0.183  0.211
H -3.434 1.338 -1.199  0.253
H -0.959 1.154 -1.353  0.428
H -1.679 -0.268 -1.437  0.404
N 0.267 -0.719 2.592  -0.742
C 1.533 -0.069 3.072  -0.226
C 1.299 1.401 3.334  -0.441
C 1.035 2.180 2.067  -0.237
N -0.260 1.775 1.410  -0.755
H -0.420 -0.593 3.334  0.386
H 0.450 -1.719 2.587  0.392
H 2.291 -0.221 2.307  0.253
H 1.837 -0.580 3.986  0.228
H 2.188 1.816 3.810  0.276
H 0.483 1.535 4.056  0.204
H 1.829 2.019 1.340  0.267
H 0.968 3.247 2.281  0.229
H -0.265 2.310 0.544  0.402
H -1.022 2.157 1.968  0.391
O 3.418 2.947 -2.231  -0.893
S 3.665 1.557 -2.026  2.299
O 4.979 1.016 -2.064  -0.874
N 2.913 1.115 -0.602  -0.727
C 1.918 0.338 -0.820  0.570
O 1.205 -0.038 0.218  -0.770
C 1.664 -0.047 -2.241  -0.108
C 0.758 -0.923 -2.817  -0.237
C 0.771 -1.110 -4.195  -0.180
C 1.688 -0.434 -4.992  -0.160
C 2.620 0.427 -4.423  -0.153
C 2.583 0.595 -3.056  -0.296
H 0.058 -1.501 -2.221  0.151
H 0.075 -1.801 -4.652  0.234
H 1.687 -0.594 -6.062  0.248
H 3.355 0.940 -5.029  0.261



4.
Below is C14H27MgN2 as an isolated structure at a distorted geometry, with properties calculated with ωB97M-V/def2-TZVPD.

HOMO level   -10.45 eV
Charge   +1

Last column: natural (NBO) charge in e.
CARTESIAN COORDINATES (ANGSTROEM)
Mg -0.326 -0.069 0.526  1.758
C 0.720 0.687 2.192  -0.415
C 2.001 0.329 1.662  -0.078
C 2.329 1.206 0.629  -0.118
C 1.298 2.174 0.504  -0.076
C 0.298 1.887 1.444  -0.259
C -0.752 2.829 1.974  -0.636
C 1.318 3.312 -0.474  -0.642
C 3.544 1.128 -0.253  -0.637
C 2.858 -0.801 2.158  -0.654
C 0.263 0.440 3.613  -0.623
H -0.351 3.378 2.830  0.231
H -1.646 2.307 2.324  0.197
H -1.054 3.565 1.228  0.218
H 2.227 3.900 -0.337  0.231
H 0.468 3.979 -0.336  0.217
H 1.311 2.965 -1.509  0.214
H 3.945 2.123 -0.444  0.227
H 3.309 0.686 -1.226  0.206
H 4.326 0.526 0.207  0.223
H 3.751 -0.408 2.649  0.241
H 3.204 -1.451 1.349  0.204
H 2.329 -1.411 2.890  0.214
H 0.639 1.229 4.271  0.218
H 0.641 -0.510 3.992  0.216
H -0.824 0.429 3.714  0.201
N -2.381 0.272 0.075  -0.962
C -2.925 -0.505 -1.076  -0.227
C -3.077 -1.997 -0.767  -0.421
C -1.852 -2.896 -1.018  -0.423
C -0.828 -3.026 0.117  -0.231
N 0.296 -2.060 -0.029  -0.956
H -3.004 0.156 0.869  0.400
H -2.425 1.265 -0.149  0.409
H -2.253 -0.367 -1.925  0.198
H -3.899 -0.107 -1.363  0.213
H -3.882 -2.367 -1.402  0.244
H -3.424 -2.124 0.264  0.208
H -1.340 -2.562 -1.926  0.207
H -2.229 -3.895 -1.235  0.244
H -0.444 -4.046 0.136  0.214
H -1.307 -2.841 1.082  0.196
H 0.762 -2.236 -0.914  0.400
H 1.000 -2.248 0.684  0.411



5.
Below is one molecule with the formula C14H27N3O2S, with properties calculated with ωB97M-V/def2-TZVPD.

SMILES   C=CCNC(=S)NNC(=O)[C@H](CCCC)CC(C)(C)O
HOMO level   -8.39 eV
Energy relative to the best compared isomer or geometry (same formula, charge and spin)   0.366 eV
Charge   0

Last column: natural (NBO) charge in e.
CARTESIAN COORDINATES (ANGSTROEM)
C -6.277 -1.989 0.578  -0.361
C -6.068 -1.109 -0.381  -0.202
C -5.422 0.229 -0.157  -0.266
N -4.139 0.318 -0.829  -0.584
C -2.983 -0.042 -0.227  0.285
S -2.821 -0.228 1.412  -0.286
N -1.930 -0.284 -1.049  -0.431
N -0.651 -0.372 -0.503  -0.473
C 0.372 0.159 -1.218  0.710
O 0.225 0.479 -2.385  -0.652
C 1.701 0.186 -0.487  -0.319
C 2.069 -1.237 -0.041  -0.373
C 3.531 -1.364 0.387  -0.396
C 3.897 -2.781 0.832  -0.387
C 3.888 -3.793 -0.307  -0.608
H 4.240 -4.760 0.046  0.211
H 2.887 -3.926 -0.708  0.203
H 4.542 -3.464 -1.113  0.200
H 3.202 -3.104 1.610  0.195
H 4.897 -2.757 1.272  0.200
H 4.178 -1.070 -0.442  0.195
H 3.723 -0.683 1.219  0.198
H 1.884 -1.911 -0.879  0.212
H 1.424 -1.545 0.784  0.200
H 2.447 0.526 -1.211  0.229
C 1.652 1.170 0.690  -0.402
H 2.658 1.299 1.089  0.218
H 1.023 0.759 1.482  0.211
C 1.095 2.558 0.329  0.256
C 1.843 3.182 -0.854  -0.649
H 2.916 3.161 -0.680  0.211
H 1.616 2.637 -1.766  0.237
H 1.536 4.219 -0.987  0.205
C 1.199 3.472 1.557  -0.625
H 2.238 3.606 1.846  0.209
H 0.653 3.038 2.391  0.219
H 0.772 4.450 1.338  0.204
O -0.273 2.368 -0.007  -0.735
H -0.645 3.219 -0.262  0.472
H -0.690 -0.347 0.516  0.431
H -1.880 0.113 -1.987  0.417
H -4.165 0.260 -1.838  0.386
H -5.242 0.389 0.907  0.245
H -6.059 1.031 -0.542  0.203
H -6.332 -1.331 -1.408  0.190
H -6.725 -2.949 0.385  0.199
H -6.005 -1.782 1.599  0.202



6.
Below is C14H28AlNO14S2 as an isolated structure at a distorted geometry, with properties calculated with ωB97M-V/def2-TZVPD.

HOMO level   -8.13 eV
Charge   0

Last column: natural (NBO) charge in e.
CARTESIAN COORDINATES (ANGSTROEM)
O -1.604 -2.306 6.100  -0.545
C -2.219 -2.823 5.154  0.619
O -1.704 -4.019 4.578  -0.520
C -1.766 -3.922 3.127  -0.108
C -0.870 -2.743 2.519  -0.454
C 0.708 -2.998 2.608  0.025
C 1.598 -2.188 3.655  -0.117
O 2.835 -2.982 3.867  -0.656
S 2.740 -4.300 2.849  2.393
O 3.369 -3.966 1.534  -0.884
O 3.226 -5.631 3.309  -0.840
O 1.047 -4.384 2.888  -0.638
H -3.157 -2.300 4.744  0.148
H -1.437 -4.951 2.733  0.228
H -2.837 -3.782 2.729  0.222
H -1.126 -2.698 1.400  0.239
H -1.112 -1.709 2.935  0.241
H 1.070 -2.808 1.546  0.213
H 1.173 -1.989 4.706  0.233
H 1.989 -1.161 3.313  0.209
C -0.051 1.123 -1.555  -0.612
C 1.343 0.721 -1.094  -0.230
N 1.795 -0.562 -1.613  -0.337
C 3.011 -1.042 -0.963  -0.222
C 4.288 -0.226 -1.160  -0.628
C 1.759 -0.722 -3.062  -0.232
C 2.573 0.262 -3.904  -0.630
H -0.787 0.361 -1.291  0.229
H -0.345 2.056 -1.069  0.213
H -0.097 1.294 -2.633  0.207
H 1.311 0.661 -0.001  0.202
H 2.043 1.529 -1.342  0.178
H 3.203 -2.076 -1.271  0.213
H 2.816 -1.106 0.114  0.199
H 4.719 -0.384 -2.149  0.205
H 5.042 -0.545 -0.434  0.227
H 4.129 0.844 -1.013  0.203
H 0.715 -0.667 -3.387  0.209
H 2.063 -1.741 -3.322  0.209
H 2.479 1.292 -3.554  0.204
H 2.222 0.236 -4.939  0.221
H 3.630 -0.003 -3.924  0.209
C -1.482 5.317 -3.187  -0.121
C -2.705 5.820 -2.479  -0.066
O -3.470 4.645 -2.283  -0.459
C -2.606 3.591 -2.304  0.953
O -2.897 2.475 -2.005  -0.540
O -1.364 3.983 -2.711  -0.497
H -0.588 5.897 -2.944  0.198
H -1.606 5.296 -4.273  0.210
H -2.472 6.263 -1.492  0.074
H -3.258 6.550 -3.070  0.238
Al -1.209 6.085 -0.122  0.890
O -3.602 7.002 0.872  -1.323
H -4.368 7.474 1.185  0.454
O -2.963 -1.552 -0.889  -0.652
S -3.632 -1.608 0.418  2.474
O -2.904 -0.763 1.373  -0.704
O -3.650 -2.995 0.903  -0.725
O -5.011 -1.123 0.280  -0.649